76
Properties=species:S:1:pos:R:3:forces:R:3 method="wB97M-V/def2-TZVPD" total_charge=+1 molar_mass_g_mol=856.626 multiplicity=5 gap_ev="7.21 / 5.46" energy_ha=-5365.90633
Rh 0.21188 -0.15278 0.06306 0.1 0.6 -0.4
S 4.69838 1.64196 5.43003 -0.1 0.0 0.0
C 3.96126 1.43447 6.95269 0.0 0.0 0.0
C 2.67219 1.00965 6.84139 0.0 0.0 0.1
C 2.26772 0.85640 5.49484 0.2 0.1 -0.1
C 3.26239 1.16942 4.60395 -0.1 -0.1 0.1
C 3.21060 1.13263 3.14494 -0.1 0.0 -0.1
C 2.04881 0.67361 2.48719 0.1 0.1 0.0
N 1.94270 0.60546 1.17722 0.1 0.1 0.0
C 2.97870 0.99384 0.39371 0.1 0.0 0.0
C 4.16871 1.47610 0.94917 -0.1 -0.1 0.0
C 5.22849 1.89745 0.07759 0.0 0.0 -0.1
C 5.08679 1.84822 -1.26313 0.0 0.0 0.1
C 3.87595 1.36288 -1.86229 -0.2 -0.1 0.1
C 3.67246 1.32180 -3.24770 -0.1 0.0 0.0
C 2.47852 0.86162 -3.77013 0.0 0.0 0.1
C 1.50303 0.42301 -2.84945 0.1 0.0 0.0
N 1.67724 0.43959 -1.54645 0.1 0.0 0.0
C 2.83486 0.91778 -1.03671 0.1 0.1 0.0
C 2.21503 0.82358 -5.20588 0.1 0.1 -0.1
C 3.07052 1.16116 -6.22285 -0.1 -0.1 0.1
C 2.48991 1.00926 -7.50269 -0.1 0.0 0.0
C 1.20589 0.55984 -7.43942 0.0 0.1 0.0
S 0.68545 0.33419 -5.83151 0.1 0.0 -0.1
C 4.26466 1.53146 2.34652 -0.1 0.0 0.0
H 4.52008 1.63362 7.85176 0.0 0.0 0.0
H 2.03249 0.81758 7.68832 0.0 0.0 0.0
H 1.27587 0.53720 5.21494 0.0 0.0 0.0
H 1.17590 0.35748 3.04355 0.0 0.0 0.0
H 6.14434 2.26398 0.52143 0.0 0.0 0.0
H 5.88656 2.17791 -1.91295 0.0 0.0 0.0
H 4.46109 1.67022 -3.90071 0.0 0.0 0.0
H 0.54682 0.04682 -3.19236 0.0 0.0 0.0
H 4.08294 1.50099 -6.07007 0.0 0.0 0.0
H 3.00290 1.22144 -8.42735 0.0 0.0 0.0
H 0.53228 0.35818 -8.25521 0.0 0.0 0.0
H 5.18191 1.89985 2.78793 0.0 0.0 0.0
C -3.85339 -6.82336 -0.56374 0.0 0.0 0.0
C -2.84158 -5.75753 -0.27579 0.0 0.0 0.0
C -1.49101 -6.06649 -0.13540 0.1 0.1 0.0
C -0.54201 -5.09495 0.12419 0.0 0.0 0.0
C 0.89991 -5.49052 0.25989 0.0 -0.1 0.0
C -0.97203 -3.74900 0.24363 -0.1 0.1 -0.1
Se 0.37916 -2.49043 0.55852 -0.1 -0.7 0.2
C -2.34292 -3.41091 0.12265 0.1 -0.1 0.0
C -2.89839 -2.02983 0.27484 0.0 0.1 0.0
C -3.24019 -4.43122 -0.13843 0.1 -0.1 0.0
H -3.38956 -7.80350 -0.64989 0.0 0.0 0.0
H -4.37942 -6.60882 -1.49505 0.0 0.0 0.0
H -4.60193 -6.86562 0.22877 0.0 0.0 0.0
H -1.17259 -7.09648 -0.23439 0.0 0.0 0.0
H 0.99958 -6.56835 0.15334 0.0 0.0 0.0
H 1.30328 -5.20669 1.23273 0.0 0.0 0.0
H 1.52050 -5.01556 -0.50089 0.0 0.0 0.0
H -2.15182 -1.28503 0.52726 0.0 0.0 0.0
H -3.64257 -2.02093 1.07243 0.0 0.0 0.0
H -3.40124 -1.72409 -0.64451 0.0 0.0 0.0
H -4.29201 -4.18765 -0.23262 0.0 0.0 0.0
O -1.44986 0.72152 1.45760 -0.1 0.1 0.1
C -1.79258 1.41770 0.47785 0.0 0.0 0.1
O -1.19627 1.27800 -0.64417 -0.1 0.0 0.0
C -2.89315 2.41532 0.58936 0.0 0.0 0.0
C -3.10992 3.33070 -0.43424 -0.1 0.0 0.1
C -4.13517 4.24755 -0.29202 0.1 0.0 0.1
C -4.95870 4.28751 0.81849 0.2 -0.1 0.0
C -4.70962 3.35558 1.80955 0.2 0.2 0.1
C -3.69473 2.42141 1.72432 0.0 0.1 0.0
N -5.56544 3.36294 3.01707 -0.6 -0.6 -0.5
O -5.38863 2.47026 3.81880 0.2 0.2 0.2
O -6.46072 4.17587 3.05227 0.2 0.2 0.2
N -4.36670 5.22726 -1.37646 -0.3 -0.4 -0.2
O -5.31807 5.96560 -1.25779 0.1 0.1 0.1
O -3.62453 5.17450 -2.33344 0.1 0.1 0.0
H -2.49573 3.32912 -1.32198 0.0 0.0 0.0
H -5.75477 5.01033 0.90775 0.0 0.0 0.0
H -3.53052 1.71794 2.52612 0.0 0.0 0.0